# 1
ORCA calculation (ωB97M-V/def2-TZVPD) on a single C12H9N7O2 molecule.

Structure (XYZ):
```
30
Properties=species:S:1:pos:R:3:forces:R:3
C 1.1123 -0.2092 -0.9173 -0.56 -1.66 0.62
C 2.2091 0.4952 -1.5375 2.41 1.17 -1.33
N 3.1187 0.9954 -2.0836 -2.36 -1.22 1.28
N -0.1969 0.2939 -1.3236 -0.99 0.38 -1.69
C -1.2007 -0.6305 -1.5462 0.30 0.93 0.61
C -2.4710 -0.2135 -1.9329 0.52 0.16 0.36
C -2.6906 1.1621 -2.1110 0.26 -0.20 0.11
C -1.6373 2.0828 -2.0058 0.18 -0.53 0.06
C -0.3727 1.6096 -1.6813 -0.50 -0.53 0.88
H 1.1482 -1.2849 -1.1140 -0.04 -0.04 -1.34
H -0.9275 -1.6679 -1.3531 -0.03 0.23 -0.03
H -3.2620 -0.9748 -2.0249 0.48 0.63 -0.06
H -3.6877 1.5135 -2.3309 -0.05 0.03 -0.08
H -1.7679 3.1630 -2.1443 -0.02 -0.64 -0.09
H 0.4895 2.2726 -1.6195 -0.09 -0.35 0.16
O 0.9859 -3.0072 -0.4539 -0.47 0.34 1.29
N 0.4961 -2.9152 0.7280 0.10 -0.80 0.04
C 0.4990 -1.6089 1.3161 -0.87 -1.96 -1.35
C 1.3104 -0.5897 0.6406 3.43 -0.98 -2.03
N 1.3074 0.5826 1.3654 -0.33 1.92 2.02
N 1.9276 1.7033 0.8997 -0.97 0.17 1.59
N 1.6322 2.6253 1.7512 -0.41 -0.39 0.49
N 0.8208 2.1781 2.7830 0.68 -0.64 -1.25
C 0.6087 0.8807 2.5282 1.70 1.08 -2.16
C -0.1811 -0.1173 3.0998 -0.76 -1.51 0.33
C -0.2644 -1.3491 2.4593 0.39 1.40 1.06
O 0.0788 -3.9586 1.3067 0.44 2.50 -0.66
H 2.4347 -1.0220 0.4172 -2.10 0.85 1.02
H -0.6395 0.1390 4.0369 -0.44 -0.29 0.07
H -0.8799 -2.1483 2.8478 0.09 -0.04 0.07
```
Forces are in eV/Å.

M (g mol⁻¹): 283.251
F_max (eV Å⁻¹): 4.1
Gap between HOMO and LUMO (Eh): 0.2054

What are the Löwdin partial charges on each atom? They are as follows, in elementary charge units:
1. C -0.2213
2. C -0.1961
3. N 0.1902
4. N 0.0302
5. C 0.0436
6. C -0.0037
7. C -0.0176
8. C -0.0061
9. C 0.0227
10. H 0.1075
11. H 0.1390
12. H 0.1317
13. H 0.1165
14. H 0.1297
15. H 0.1393
16. O -0.0588
17. N -0.3291
18. C -0.1493
19. C -0.1938
20. N -0.0453
21. N 0.0486
22. N -0.0350
23. N 0.0673
24. C -0.3039
25. C -0.0399
26. C -0.0025
27. O 0.0098
28. H 0.2080
29. H 0.1000
30. H 0.1182

# 2
ORCA calculation (ωB97M-V/def2-TZVPD) on a molecular structure, C45H58BClN11OSbSr.

Structure (XYZ):
```
119
Properties=species:S:1:pos:R:3:forces:R:3
Sr 0.2782 -0.1473 0.0243 -0.18 0.27 -0.47
C 4.8674 1.3656 0.1499 0.05 -0.06 0.07
C 3.5781 1.4287 -0.3776 0.00 0.02 -0.04
N 2.7745 0.5523 0.2100 -0.11 0.06 0.17
N 3.5170 -0.0948 1.1347 -0.03 -0.02 -0.01
C 4.7800 0.3755 1.1055 0.09 -0.03 -0.02
B 3.0452 -1.3522 1.9810 0.02 0.20 0.03
N 1.8213 -1.0269 2.9136 0.09 -0.01 0.01
C 1.6498 -1.4075 4.1966 0.06 -0.07 0.02
C 0.3661 -1.0950 4.5846 0.02 -0.04 -0.01
C -0.2048 -0.5300 3.4423 0.00 0.04 0.09
N 0.6717 -0.4941 2.4504 0.24 0.06 0.02
N 2.6764 -2.4853 1.0073 0.14 -0.02 -0.10
C 2.9169 -3.8096 1.0655 -0.02 -0.10 0.07
C 2.2917 -4.4142 -0.0028 0.07 0.01 0.12
C 1.6726 -3.3581 -0.6710 -0.08 -0.04 -0.07
N 1.9042 -2.2034 -0.0727 -0.03 0.14 0.18
N 4.2089 -1.6830 2.9073 0.00 -0.09 0.25
C 4.6464 -0.9028 3.9288 0.01 0.11 0.07
C 5.7664 -1.4851 4.4661 -0.13 0.15 0.00
C 5.9439 -2.6456 3.6949 0.04 -0.02 -0.01
N 5.0150 -2.7545 2.7667 0.07 -0.19 -0.27
H 5.7379 1.9329 -0.1240 0.03 0.03 -0.01
H 3.1942 2.0646 -1.1623 -0.01 0.02 -0.02
H 5.5345 -0.0339 1.7527 0.07 0.03 -0.03
H 2.4468 -1.8810 4.7408 -0.02 -0.03 0.06
H -0.0871 -1.2658 5.5438 -0.01 -0.01 0.03
H -1.2049 -0.1561 3.2857 -0.03 0.01 0.02
H 3.5323 -4.2133 1.8460 0.02 -0.05 0.01
H 2.2900 -5.4597 -0.2497 0.00 -0.05 -0.02
H 1.0421 -3.3839 -1.5433 -0.03 0.01 -0.03
H 4.1309 0.0071 4.1874 0.01 0.03 0.03
H 6.3600 -1.1281 5.2877 0.02 0.01 0.04
H 6.7055 -3.4018 3.7798 0.04 -0.05 0.00
Cl -6.1103 -3.0669 -3.0882 -0.07 0.00 -0.05
C -4.6898 -2.6826 -2.1632 -0.02 0.26 0.03
C -3.7910 -3.7134 -1.8291 0.07 0.03 0.03
C -2.6583 -3.4434 -1.1158 -0.06 0.15 -0.05
C -2.3320 -2.1099 -0.6988 -0.21 0.03 0.04
O -1.2569 -1.8620 -0.0859 -0.18 -0.50 -0.02
C -3.2969 -1.0855 -1.0002 0.08 -0.06 -0.02
C -3.2166 0.2416 -0.4862 0.00 -0.02 -0.06
N -2.2510 0.7855 0.1905 -0.01 0.10 -0.02
C -2.5238 1.9957 0.8484 -0.10 0.05 0.13
C -3.7886 2.3971 1.2335 0.16 -0.07 -0.06
C -4.0060 3.5738 1.9727 0.02 0.05 0.03
C -2.9568 4.3262 2.4096 0.04 -0.01 -0.01
C -1.6348 3.9225 2.1038 -0.07 0.04 0.02
C -0.5098 4.5875 2.6448 0.05 -0.08 -0.04
C 0.7441 4.1303 2.3612 -0.09 -0.04 -0.06
C 0.8682 3.0382 1.4791 0.20 0.12 0.11
N -0.1515 2.4098 0.9464 0.18 -0.29 -0.15
C -1.4095 2.7898 1.2858 -0.28 0.16 0.03
C -4.4584 -1.4033 -1.7392 -0.03 -0.32 -0.12
H -4.0144 -4.7257 -2.1399 -0.02 -0.02 -0.01
H -1.9668 -4.2320 -0.8513 0.03 0.00 0.05
H -4.1130 0.8376 -0.6948 0.00 0.02 0.02
H -4.6414 1.7717 1.0139 -0.02 -0.04 -0.01
H -5.0191 3.8477 2.2341 -0.01 0.01 0.01
H -3.1112 5.2017 3.0258 -0.01 0.02 0.01
H -0.6654 5.4361 3.2990 0.00 0.02 0.01
H 1.6306 4.5853 2.7788 0.01 0.01 0.01
H 1.8515 2.6672 1.2097 0.01 0.00 0.02
H -5.1760 -0.6215 -1.9571 -0.05 -0.01 -0.03
C 0.0374 5.7151 -0.8042 -0.07 -0.10 -0.01
C 0.7168 5.3913 -2.1320 -0.08 0.20 -0.02
C 2.2165 5.2209 -1.9250 0.03 -0.10 0.01
C 0.4197 6.5029 -3.1397 -0.05 -0.07 -0.09
Sb -0.0840 3.4884 -2.8719 -0.04 -0.07 0.08
C -2.2289 3.5619 -3.2771 -0.14 0.09 -0.14
C -2.9386 4.2403 -2.1082 0.10 0.01 0.05
C -2.7179 2.1255 -3.4447 0.09 -0.06 0.00
C -2.4474 4.3627 -4.5625 0.06 0.02 -0.01
C 1.0345 2.7889 -4.6198 0.10 0.16 -0.17
C 1.3971 4.0044 -5.4782 0.03 -0.01 0.07
C 0.1873 1.8180 -5.4325 -0.10 -0.01 0.03
C 2.2933 2.0866 -4.1186 -0.03 -0.07 0.07
H 0.5290 6.5934 -0.3783 0.02 0.03 0.02
H 0.1248 4.9059 -0.0814 0.01 0.01 -0.02
H -1.0176 5.9585 -0.9265 0.02 -0.02 0.00
H 2.6242 6.1715 -1.5725 0.01 0.03 0.02
H 2.7479 4.9621 -2.8419 -0.01 0.00 0.00
H 2.4372 4.4688 -1.1645 0.01 -0.02 -0.01
H 0.8061 7.4376 -2.7241 0.02 0.03 0.02
H -0.6527 6.6425 -3.2906 0.04 -0.01 -0.01
H 0.8987 6.3552 -4.1084 -0.04 -0.01 0.07
H -2.6806 3.8077 -1.1397 0.00 -0.01 0.00
H -4.0146 4.1086 -2.2456 -0.05 0.01 -0.02
H -2.7456 5.3137 -2.0817 0.03 -0.02 0.02
H -2.4524 1.4925 -2.5977 -0.01 -0.01 0.01
H -2.3348 1.6585 -4.3528 0.00 0.02 0.04
H -3.8081 2.1444 -3.5203 -0.04 0.00 -0.02
H -2.1068 5.3966 -4.4758 -0.01 -0.05 -0.02
H -3.5222 4.3917 -4.7634 -0.04 0.00 0.00
H -1.9721 3.9048 -5.4313 0.00 0.03 0.03
H 0.5214 4.5677 -5.8067 0.00 -0.01 0.02
H 1.9042 3.6425 -6.3771 0.02 -0.02 -0.02
H 2.0866 4.6815 -4.9723 -0.03 -0.02 -0.01
H -0.6596 2.3019 -5.9224 0.04 -0.01 0.05
H -0.1755 0.9860 -4.8306 0.02 0.01 -0.02
H 0.8231 1.4093 -6.2225 0.02 -0.02 -0.04
H 2.9455 2.7455 -3.5444 -0.01 0.02 0.02
H 2.8618 1.7441 -4.9869 0.03 -0.01 -0.03
H 2.0579 1.2102 -3.5113 0.00 0.01 0.00
C 0.9579 -2.1390 -5.4513 -0.01 -0.03 -0.03
C -0.3344 -2.2679 -4.6348 -0.09 0.05 -0.07
C -0.4742 -3.6814 -4.0642 -0.02 -0.04 -0.02
C -1.5658 -1.9142 -5.4825 0.01 -0.06 -0.03
C -0.2690 -1.2908 -3.5363 0.05 -0.01 0.16
N -0.2038 -0.4987 -2.7065 0.09 0.13 -0.02
H 0.9227 -2.8501 -6.2766 0.00 -0.01 0.00
H 1.8325 -2.3625 -4.8411 0.01 -0.01 0.02
H 1.0682 -1.1379 -5.8680 -0.01 0.02 -0.01
H -0.5441 -4.3803 -4.8982 -0.02 -0.01 -0.01
H -1.3697 -3.7743 -3.4517 0.01 0.01 0.00
H 0.3915 -3.9574 -3.4664 0.05 -0.01 0.00
H -1.6244 -2.6062 -6.3226 0.00 -0.01 0.00
H -1.4988 -0.9018 -5.8815 0.01 0.04 -0.01
H -2.4812 -2.0047 -4.8979 -0.02 0.01 0.03
```
Forces are in eV/Å.

Expectation value of S²: 0.75
M (g mol⁻¹): 1024.680
F_max (eV Å⁻¹): 0.6
Gap between HOMO and LUMO (spin up / spin down) (Eh): 0.2452 / 0.1323
Net charge: +1
2S+1: 2

Here are the Löwdin charges for atoms 1 to 99, given in e:
1. Sr 1.3442
2. C -0.0454
3. C -0.1863
4. N -0.0674
5. N 0.0221
6. C -0.0559
7. B -0.6151
8. N 0.0050
9. C -0.0681
10. C -0.0435
11. C -0.1459
12. N -0.0756
13. N 0.0134
14. C -0.0615
15. C -0.0446
16. C -0.1630
17. N -0.0353
18. N -0.0450
19. C -0.1292
20. C -0.0584
21. C -0.1474
22. N 0.0740
23. H 0.0946
24. H 0.0784
25. H 0.1208
26. H 0.1226
27. H 0.0966
28. H 0.1089
29. H 0.1028
30. H 0.0935
31. H 0.0769
32. H 0.1292
33. H 0.0929
34. H 0.1021
35. Cl 0.6472
36. C -0.6877
37. C -0.1053
38. C -0.0164
39. C -0.3978
40. O -0.2521
41. C -0.1451
42. C -0.1262
43. N 0.0302
44. C -0.2310
45. C -0.0168
46. C -0.0611
47. C -0.0321
48. C -0.1550
49. C -0.0018
50. C -0.0396
51. C -0.1484
52. N 0.0417
53. C -0.1868
54. C -0.0778
55. H 0.1096
56. H 0.1201
57. H 0.1158
58. H 0.1107
59. H 0.1122
60. H 0.1162
61. H 0.1250
62. H 0.1141
63. H 0.0919
64. H 0.1100
65. C -0.1041
66. C -0.6856
67. C -0.1042
68. C -0.0915
69. Sb 1.8305
70. C -0.6836
71. C -0.0961
72. C -0.1072
73. C -0.0925
74. C -0.6861
75. C -0.1001
76. C -0.1166
77. C -0.1144
78. H 0.1052
79. H 0.0421
80. H 0.0730
81. H 0.1012
82. H 0.0663
83. H 0.0722
84. H 0.1021
85. H 0.0720
86. H 0.0687
87. H 0.0658
88. H 0.1015
89. H 0.0756
90. H 0.0499
91. H 0.0669
92. H 0.1019
93. H 0.0718
94. H 0.1042
95. H 0.0658
96. H 0.0806
97. H 0.1023
98. H 0.0676
99. H 0.0737